(1)
The following is a DFT calculation (the ωB97M-V functional and the def2-TZVPD basis) of an isolated ion of composition C7H14NOS and charge +1.

```
24
Properties=species:S:1:pos:R:3:mulliken_charge:R:1
H 1.211 2.725 -1.350 0.324
H -0.699 2.334 -1.467 0.326
H -3.704 0.615 -0.007 0.382
H 1.147 0.276 -1.935 0.587
O -2.934 0.313 0.561 -0.521
C -1.397 -1.563 0.689 -0.471
H -0.073 -3.143 0.829 0.398
N 0.479 0.963 -0.269 -0.103
H 1.675 1.611 1.176 0.535
H -0.711 -3.036 -0.859 0.441
C 1.721 0.840 0.479 -0.740
C -2.093 -0.617 -0.003 -0.284
H 2.554 0.889 -0.198 0.415
H -1.616 -1.657 1.762 0.415
H 0.051 3.063 -0.048 0.375
C -0.430 -2.461 0.043 -0.566
C 1.688 -0.602 0.953 -0.559
H 0.924 -0.750 1.814 0.333
S 1.135 -1.465 -0.563 0.114
C 0.214 2.362 -0.891 -0.796
H 2.720 -0.973 1.108 0.444
C 0.412 -0.075 -1.304 -0.990
H -2.009 -0.332 -0.982 0.505
H -0.266 0.683 0.464 0.436
```

largest force on an atom: 0.057 hartree/bohr
net charge: +1
gap between HOMO and LUMO: 9.4 eV
HOMO energy: -12.209 eV
E_LUMO: -2.832 eV

---

(2)
The following is a DFT calculation (the ωB97M-V functional and the def2-TZVPD basis) of a 2-piece molecular cluster, C7H14O overall.

```
22
Properties=species:S:1:pos:R:3:mulliken_charge:R:1
C 0.711 1.487 2.165 -1.284
H 1.899 0.269 -1.024 0.380
C 0.447 -0.363 0.295 0.248
H 1.000 2.529 1.779 0.304
H -1.482 2.383 1.474 0.299
H 0.109 1.715 3.164 0.330
H 2.492 -1.044 -0.210 0.423
C 1.857 -0.187 -0.104 -1.463
H 0.742 -2.755 -1.444 0.251
C -0.160 0.884 1.009 0.824
C -0.231 -2.662 -0.723 -1.081
H -0.552 0.184 -1.853 0.351
H -1.869 1.594 -0.084 0.393
O -1.110 0.548 -2.593 -0.668
H 2.541 0.319 0.512 0.415
H 1.678 0.850 2.325 0.268
C -0.427 -1.404 0.063 -0.101
H -0.305 -3.609 -0.022 0.283
C -1.237 1.649 0.736 -1.103
H -0.652 0.619 -3.414 0.282
H -0.981 -2.576 -1.502 0.321
H -1.495 -1.287 0.385 0.329
```

largest force on an atom: 0.068 hartree/bohr
SMILES: C=C(C)/C(C)=C/C.O
gap between HOMO and LUMO: 9.6 eV
HOMO energy: -8.757 eV
E_LUMO: 0.805 eV